H13NO5 | ωB97M-V/def2-TZVPD

Computed properties:
E_HOMO (eV): -10.585
Energy above the lowest of the compared OMol25 structures with the same formula, charge and spin (kJ/mol): 135.4
E_LUMO (Ha): -0.00081
Gap between HOMO and LUMO (hartree): 0.38820
Molar mass (u): 107.11
Strongest force on any atom (eV/A): 1.23

Each line ends with the Mulliken charge.
Geometry (Å):
O1 1.97 -1.26 -0.05  -0.647
O2 -0.49 -4.48 -0.21  -0.639
O3 -2.29 -0.85 0.91  -0.597
O4 -0.39 3.54 1.59  -0.643
O5 -0.54 1.03 -2.31  -0.661
N1 1.84 1.85 -0.10  -0.638
H1 2.47 -1.10 0.76  0.315
H2 0.41 0.88 -2.44  0.324
H3 -0.71 0.35 -1.64  0.316
H4 -2.39 -1.30 1.75  0.308
H5 -0.17 -3.58 -0.14  0.322
H6 -1.45 -4.44 -0.17  0.316
H7 1.63 2.42 0.71  0.248
H8 -2.83 -0.07 1.06  0.298
H9 -0.48 3.04 0.77  0.303
H10 1.16 2.11 -0.81  0.224
H11 -1.08 3.09 2.11  0.319
H12 1.37 -0.51 -0.01  0.309
H13 2.74 2.07 -0.50  0.223